(1)
# C8H15ClNO2P

A single C8H15ClNO2P molecule in a non-equilibrium geometry (ωB97M-V with the def2-TZVPD basis set, the OMol25 dataset).

Values from the calculation:
**2S+1**: 1
**HOMO energy**: -0.3031 hartree
**LUMO**: 0.7084 eV
**Net charge**: 0
**SMILES**: CC(C)C1=CN(C(C)C)[P@](=O)(Cl)O1

```
28
Properties=species:S:1:pos:R:3:forces:R:3:lowdin_charge:R:1
H 1.8313 -1.7059 1.8469 -0.021 -0.039 0.017 0.088
Cl 1.1269 1.8512 -2.4537 -0.048 0.335 -0.155 0.421
H -4.3415 0.5104 -1.2224 -0.085 0.006 -0.011 0.079
H -0.1580 0.5013 1.4699 -0.102 0.092 0.150 0.125
N 1.2250 0.0160 -0.1088 -0.100 -0.138 -1.127 -0.194
H 3.2641 -0.8538 2.4346 0.059 0.004 0.100 0.082
H -2.7100 0.6292 0.6831 0.097 -0.037 -0.074 0.141
O -0.6069 -0.3624 -1.6993 2.696 0.583 -0.171 -0.149
H 3.1352 -0.6788 -0.0132 -0.072 0.076 0.165 0.139
O 1.9689 -0.8926 -2.5413 0.179 -0.183 -0.118 -0.289
C -3.2694 0.5509 -1.4022 0.069 0.090 0.217 -0.063
H 3.2279 1.7667 -0.2616 0.064 0.106 0.009 0.057
C -2.5153 0.0011 -0.1931 0.078 -0.228 -0.188 -0.365
C -1.0343 -0.0014 -0.4324 -0.212 0.203 0.351 -0.333
H -2.9895 1.5828 -1.5991 0.016 0.104 -0.090 0.083
H -2.8058 -2.0633 -0.7538 -0.006 -0.135 -0.085 0.085
H 4.0854 1.2662 1.2008 0.117 0.039 0.069 0.080
H -3.0384 -0.0455 -2.2810 -0.034 -0.007 -0.101 0.080
H -2.4467 -1.8378 0.9616 0.021 -0.070 0.059 0.078
C -2.9836 -1.4274 0.1095 0.030 0.214 0.079 -0.060
C 2.4795 -0.0531 0.6077 0.574 0.081 0.278 -0.433
H 2.4775 1.9946 1.3219 -0.077 0.072 0.072 0.083
H 1.6668 -0.1216 2.6145 0.003 0.054 0.129 0.072
H -4.0480 -1.4275 0.3339 -0.115 -0.074 -0.009 0.077
C 3.1082 1.3341 0.7302 -0.006 -0.233 -0.078 -0.053
C -0.0517 0.2212 0.4411 -0.227 -0.075 -0.092 -0.071
P 1.1090 -0.0275 -1.7576 -2.922 -0.820 0.943 0.291
C 2.2934 -0.7269 1.9637 0.025 -0.019 -0.341 -0.052
```
Positions in Å, forces in eV/Å.

(2)
# C8H15F3N3O7PS

A 2-piece molecular cluster, C8H15F3N3O7PS overall in a non-equilibrium geometry (ωB97M-V with the def2-TZVPD basis set, the OMol25 dataset).

Values from the calculation:
**2S+1**: 1
**HOMO energy**: 0.0572 hartree
**LUMO**: 4.0909 eV
**Net charge**: -2

```
38
Properties=species:S:1:pos:R:3:forces:R:3:lowdin_charge:R:1
H 4.3720 -0.8504 1.5583 -0.115 0.056 0.104 0.069
H 0.6292 -0.0468 -1.5545 0.030 0.038 -0.024 0.111
C -3.3957 0.6362 -0.5288 0.328 -0.215 0.506 -0.118
N -1.8829 -1.0836 -1.0492 0.065 0.416 -1.017 -0.155
O -0.1484 2.1277 3.5657 0.035 -0.126 -0.041 -0.501
O -2.3049 1.1169 2.6961 -0.781 -1.884 -0.117 -0.391
H 2.7228 -1.3034 1.1015 -0.002 0.020 0.052 0.062
C 1.7951 1.9065 -0.7739 0.334 -0.069 0.286 -0.196
S -1.1460 -2.2667 -1.8395 -0.166 -0.622 0.049 0.677
H 4.0952 -1.9222 0.1927 0.069 -0.015 0.005 0.060
P -1.6828 2.2984 3.5221 0.717 1.084 -0.297 -0.173
N 0.0111 0.4931 -0.9711 -0.423 -0.249 0.326 0.077
N -2.0895 0.8199 0.1870 -0.091 -0.468 -1.995 0.053
H -3.6635 1.5683 -1.0210 -0.127 0.008 0.006 0.107
H 1.9248 2.9856 -0.8169 -0.108 0.041 0.095 0.123
C -3.1591 -0.4816 -1.5871 0.131 0.200 0.260 -0.116
F 0.4828 -4.0531 -0.8893 -0.121 0.020 0.123 0.118
C 2.6955 1.2684 0.2924 0.121 -0.054 -0.250 -0.157
H 3.3183 -0.1812 -1.2172 -0.130 0.007 -0.001 0.089
H -3.9498 -1.2195 -1.7091 0.010 -0.045 0.116 0.104
H -4.1406 0.3615 0.2158 -0.148 0.090 -0.060 0.115
H 4.6379 0.5597 -0.3449 0.011 -0.002 -0.188 0.093
F 0.3126 -2.3017 0.3802 -0.072 -0.089 -0.124 0.158
C -1.2285 0.0976 -0.5796 0.398 0.249 0.914 -0.331
O -0.0604 -1.8472 -2.6852 0.083 0.095 0.192 -0.276
F -1.3037 -3.7485 0.3172 0.240 0.084 -0.121 0.146
C 3.6271 0.1591 -0.2239 0.105 -0.047 0.190 -0.268
H -2.1934 0.3044 1.0897 0.159 1.624 1.782 0.100
O -2.1064 -3.2015 -2.3531 0.017 0.281 -0.051 -0.272
O -2.3002 2.2187 4.9272 -0.136 -0.229 -0.058 -0.448
O -2.0816 3.5894 2.7687 0.006 -0.030 0.020 -0.485
H 3.2962 2.0576 0.7434 -0.087 -0.034 0.216 0.110
C 3.7082 -1.0445 0.7154 0.048 -0.123 -0.155 -0.115
O 0.4236 1.7232 -0.4890 -0.191 0.102 -0.599 -0.055
H 2.0334 0.8786 1.0673 -0.039 0.141 0.106 0.125
C -0.3663 -3.1317 -0.4014 0.038 -0.055 0.003 -0.660
H 2.0322 1.5097 -1.7724 -0.078 0.033 -0.068 0.108
H -2.9139 0.0031 -2.5335 -0.129 -0.235 -0.184 0.112
```
Positions in Å, forces in eV/Å.

(3)
# C8H15FN3O11Tl

C8H15FN3O11Tl as an isolated structure in a non-equilibrium geometry (ωB97M-V with the def2-TZVPD basis set, the OMol25 dataset).

Values from the calculation:
**ΔE to the lowest compared entry with this formula, charge and spin**: 25.0 kcal per mole
**2S+1**: 1
**HOMO energy**: -0.5505 hartree
**LUMO**: -13.4514 eV
**Net charge**: +2

```
39
Properties=species:S:1:pos:R:3:forces:R:3:lowdin_charge:R:1
H 7.0530 35.1430 20.3051 0.640 -0.227 -0.312 0.096
H 6.9421 36.8349 20.5861 0.295 0.265 0.055 0.102
H 8.1052 36.3530 19.3476 0.079 -0.385 0.147 0.110
H 1.5263 26.3857 16.8981 -0.355 0.447 0.275 0.134
N 8.6772 35.9875 21.3789 -0.449 1.384 0.698 -0.397
C 2.7370 31.4201 18.5997 -2.203 -1.107 5.875 -0.517
H 7.6243 28.6056 14.1676 0.191 0.039 0.066 0.100
O 8.8987 30.9779 12.9055 0.401 -1.680 0.512 0.110
O -4.7628 34.8821 18.2454 0.203 -0.280 -0.699 0.127
N 9.0131 29.7692 13.1468 1.272 0.093 -0.496 -0.389
C 7.6464 36.0572 20.2910 -0.470 0.553 0.451 0.056
N -3.9200 34.0313 18.3613 0.181 -0.688 -0.611 -0.437
C 3.4203 31.7217 17.2798 1.728 0.650 -3.444 0.094
C -0.8555 25.9693 15.6835 -1.060 0.226 -2.788 -0.484
H 4.3492 31.1572 17.1987 -0.161 -0.444 0.622 0.122
O 8.9616 34.8893 21.8124 0.300 0.592 -0.128 0.129
O 10.0962 29.2013 13.3701 -2.095 1.205 -0.352 0.119
O 0.1990 25.5899 14.8043 -1.626 1.002 -0.846 0.137
C -3.4065 33.1750 17.2089 -0.586 0.523 -0.397 0.063
O -0.4719 25.7470 16.9084 0.861 -0.130 1.666 0.122
C 0.9437 25.4647 16.8790 0.828 0.422 0.392 -0.042
H 1.3596 24.8455 17.6738 -0.922 -0.233 0.079 0.152
O 9.0801 37.0682 21.8524 -0.376 -2.154 -0.917 0.121
O -3.3984 33.7449 19.4109 0.670 -0.171 1.416 0.056
H 3.7487 32.7361 17.0534 -0.328 0.420 1.219 0.120
H 6.9364 29.6443 12.9274 0.218 -0.121 -0.302 0.099
Tl -0.5248 31.2225 23.5301 -0.121 0.021 0.109 0.993
C 1.1584 24.9302 15.5019 0.886 -0.168 1.216 -0.397
H -3.3382 32.1288 17.5072 -0.454 0.247 0.279 0.095
C 7.7587 28.9633 13.1468 -0.406 0.022 0.810 0.050
H 7.7840 28.0746 12.5163 0.438 0.420 -0.265 0.111
O 1.6354 30.8682 18.6015 0.136 0.177 -2.515 0.227
H -4.1023 33.3339 16.3851 0.259 -0.097 -0.028 0.103
H 2.1979 25.0610 15.2012 -0.214 0.580 -0.678 0.175
H 2.8051 31.4971 16.4085 -0.556 -0.504 0.619 0.115
F 0.9617 23.6064 15.4644 -0.499 -1.401 -0.205 0.097
O -1.9114 26.4129 15.2909 2.117 -0.771 0.897 0.201
H -2.3866 33.4768 16.9705 -0.252 0.424 0.032 0.095
O 3.3565 31.7127 19.6712 1.427 0.851 -2.450 0.231
```
Positions in Å, forces in eV/Å.

(4)
# C8H15FNO2S

An isolated ion of composition C8H15FNO2S and charge -1 in a non-equilibrium geometry (ωB97M-V with the def2-TZVPD basis set, the OMol25 dataset).

Values from the calculation:
**ΔE to the lowest compared entry with this formula, charge and spin**: 23.3 kcal per mole
**2S+1**: 1
**HOMO energy**: -0.1288 hartree
**LUMO**: 3.7257 eV
**Net charge**: -1

```
28
Properties=species:S:1:pos:R:3:forces:R:3:lowdin_charge:R:1
C 0.7437 1.7243 0.2088 2.352 0.292 -3.310 -0.460
H 0.6772 -1.2224 -0.6415 1.504 0.042 -1.980 0.020
H 1.2944 -1.9756 0.8912 1.545 -0.079 0.214 0.093
H 2.7450 0.7050 -0.3359 -0.701 0.230 -1.306 0.072
C -0.2160 -0.3940 0.9710 2.288 0.070 3.219 -0.333
H -2.4764 -2.8050 0.9015 -0.784 0.963 -0.638 0.091
C -1.5803 -0.8379 1.3669 -1.100 -1.139 -0.522 -0.182
O 1.3817 -0.8868 -2.3315 0.518 -1.984 -0.529 -0.569
H -2.1914 0.0249 1.3615 -1.047 0.842 -0.580 0.088
N -0.3349 0.7740 0.1628 1.461 1.668 3.892 0.031
C 0.5071 -1.6184 0.2916 -2.675 0.291 2.197 -0.123
H 0.8778 3.6755 -0.6987 1.872 1.560 -0.409 0.041
S 1.2127 0.5307 -2.6123 1.049 1.472 0.505 0.630
H -0.6060 3.0398 -0.7361 -0.851 -0.310 -0.330 0.067
H -0.1177 3.5374 0.8355 0.161 0.724 0.404 0.074
C -0.5492 -2.7103 0.1791 -0.841 0.223 1.750 -0.186
H -0.4607 -3.5258 0.9718 0.085 1.065 -0.711 0.111
C -1.9345 -1.9792 0.3893 0.745 -1.521 0.550 -0.166
O -0.2290 0.8879 -2.5171 -0.473 0.620 -0.103 -0.561
F 1.4022 1.8531 1.4528 -0.545 -0.803 -0.289 -0.045
H -0.6168 0.6498 -0.7517 -0.618 -0.336 -2.598 0.036
C 0.2427 3.1346 -0.0911 -1.496 -2.224 0.178 -0.024
H 0.3320 -0.0409 1.9826 -0.940 -0.832 -2.317 0.173
H -1.7276 -1.1584 2.3840 0.642 -0.690 0.584 0.095
C 2.0329 1.3001 -0.9876 -2.718 -0.239 2.738 -0.171
H -2.3456 -1.6814 -0.5944 -0.027 -0.040 0.697 0.111
H -0.5382 -3.2206 -0.7442 0.138 -0.539 -1.237 0.077
H 2.4749 2.2197 -1.3084 0.457 0.675 -0.068 0.009
```
Positions in Å, forces in eV/Å.

(5)
# C8H15ISi

A 2-piece molecular cluster, C8H15ISi overall in a non-equilibrium geometry (ωB97M-V with the def2-TZVPD basis set, the OMol25 dataset).

Values from the calculation:
**ΔE to the lowest compared entry with this formula, charge and spin**: 0.0 kcal per mole
**2S+1**: 1
**HOMO energy**: -0.3350 hartree
**LUMO**: 0.4517 eV
**Net charge**: 0
**SMILES**: C=C[SiH](I)C=C.C=C(C)C

```
25
Properties=species:S:1:pos:R:3:forces:R:3:lowdin_charge:R:1
H 2.2040 -0.9297 1.7071 -0.316 0.321 -0.403 0.069
H 0.1707 0.9308 -0.9365 0.491 0.278 0.164 -0.047
H -3.3355 3.6203 -1.6139 -0.497 -0.674 -0.307 0.057
H 1.0783 -1.2113 -2.1060 1.243 -0.031 -0.663 0.027
Si -1.1609 0.8352 -0.3767 -1.727 -0.804 1.272 0.244
H 2.2883 -2.5714 -2.2259 -0.336 1.364 0.862 0.087
H 1.2415 -2.7886 1.2817 -1.549 0.587 -0.571 0.102
C -3.1083 2.5522 -1.4584 0.147 1.162 1.274 -0.102
H -0.3083 -0.4051 1.7612 -1.203 0.781 -0.699 0.049
C -2.1864 2.3825 -0.4781 0.105 -0.034 -2.004 -0.331
C 2.3306 -0.7233 0.6346 -0.059 -0.663 1.568 -0.013
C 0.7937 -2.5146 0.2727 1.414 -2.878 1.251 -0.107
H -0.1131 -1.9718 0.2331 -1.156 0.303 0.704 -0.006
H -2.8220 1.2566 2.2962 0.559 -0.089 0.524 0.060
H 2.8661 0.1528 0.4286 1.012 0.858 -0.666 0.044
H 2.9825 -0.8781 -2.1655 -1.614 -0.635 0.895 0.092
C 1.8378 -1.5820 -0.2312 1.142 -0.304 -2.968 -0.442
H 0.5396 -3.5539 -0.1147 0.874 1.421 -0.543 0.102
H -3.6993 1.8003 -2.0042 0.757 0.276 0.295 0.015
H -1.7596 3.3245 -0.1046 -0.164 -0.462 0.159 0.059
I -2.1311 -0.7861 -2.0281 0.092 0.103 0.400 0.434
C -1.9073 0.6685 2.4895 -0.928 0.455 -2.145 -0.061
C 2.1128 -1.5270 -1.7857 -0.593 -0.486 0.502 -0.064
H -1.5870 0.4355 3.4731 -0.126 -0.210 0.835 0.041
C -1.2162 0.2154 1.4382 2.431 -0.639 0.261 -0.307
```
Positions in Å, forces in eV/Å.

(6)
# C8H15Li2NO8

C8H15Li2NO8 as an isolated structure in a non-equilibrium geometry (ωB97M-V with the def2-TZVPD basis set, the OMol25 dataset).

Values from the calculation:
**ΔE to the lowest compared entry with this formula, charge and spin**: 235.7 kcal per mole
**2S+1**: 1
**HOMO energy**: 0.0415 hartree
**LUMO**: 3.5013 eV
**Net charge**: -2

```
34
Properties=species:S:1:pos:R:3:forces:R:3:lowdin_charge:R:1
Li -0.0496 1.8013 0.8294 -0.818 0.855 -0.538 0.714
H 1.0146 -2.4965 2.3694 0.438 -0.242 0.928 0.115
C 3.9990 -3.0144 0.0158 0.032 0.622 -0.142 -0.096
C -1.8997 -1.6946 -0.2240 1.581 0.875 -0.236 -0.165
H -3.2948 -1.0390 -2.1189 -0.189 0.228 0.039 0.082
O -0.2342 4.8404 -3.2888 -2.943 -1.479 -2.230 -0.216
Li -2.1432 3.4796 -1.8528 0.998 1.356 0.536 0.695
C 0.8355 4.4890 -2.7037 -1.529 4.700 1.728 -1.187
O 0.9671 3.5415 -1.9501 -0.849 -8.038 2.786 -0.173
O 1.6460 5.3799 -2.4294 4.005 3.594 -1.437 -0.156
H 3.0110 -0.7697 0.8101 -0.531 1.011 0.422 0.130
H 0.6175 -2.0065 0.1046 0.196 0.078 -0.146 0.109
H -1.2183 -2.6966 1.6164 -0.152 -0.362 0.036 0.109
O -1.5949 -0.4842 -1.0370 -0.668 -1.925 1.527 -0.206
H -2.3686 0.4388 -2.6350 -0.478 0.057 0.125 0.086
C 2.6656 -1.5490 1.4895 -0.117 0.672 -1.160 -0.222
H -2.9716 -1.7586 -0.0368 -0.042 0.080 0.051 0.114
H 3.2201 -1.4205 2.4191 0.888 -1.044 -0.019 0.118
N 0.2953 -1.4057 0.8498 -0.217 1.142 -0.243 -0.073
O -3.0762 5.2588 2.3573 -1.677 4.704 5.700 -0.116
O -2.4972 3.3588 1.8735 2.500 -7.446 1.001 -0.191
H 1.1463 -0.7525 2.7253 -0.452 0.158 -0.127 0.120
H -1.5815 -0.9696 1.7320 0.344 0.091 0.410 0.117
O 2.7685 -2.6806 0.6484 0.502 -2.009 0.722 -0.201
H -1.7922 -1.0929 -3.0520 0.358 -0.601 0.194 0.082
O -3.5295 4.6318 0.4465 -2.958 -1.174 -5.481 -0.181
H -1.5815 -2.5325 -0.8444 -0.105 -0.361 -0.064 0.108
C -1.0896 -1.7312 1.1269 -0.851 1.194 -1.570 -0.198
H 4.1682 -4.0854 -0.0959 -0.663 -0.190 0.293 0.076
C -3.2186 4.3207 1.6091 3.231 2.603 -2.247 -1.216
H 3.9840 -2.6063 -0.9948 0.190 0.212 -0.077 0.087
C -2.3152 -0.5781 -2.2461 0.363 0.877 -0.393 -0.130
H 4.8891 -2.6622 0.5371 -0.102 0.384 0.198 0.083
C 1.2289 -1.5137 1.9495 -0.283 -0.624 -0.588 -0.219
```
Positions in Å, forces in eV/Å.